ORCA calculation (the ωB97M-V functional and the def2-TZVPD basis) on C19H20BrN4OTl as an isolated structure.

Results
HOMO level in eV: -7.0
Charge: 0
Calculated total energy in hartree: -3776.8103
Relative energy (zero: lowest compared OMol25 entry of this formula, charge and spin) in kcal/mol: 0.0
HOMO-LUMO gap in eV: 6.806

Last column: Mulliken charge in e.
CARTESIAN COORDINATES (ANGSTROEM)
Tl1 0.145186 1.447784 -0.175169  0.8476
Br1 4.965479 -1.960240 5.281742  -0.2388
C1 3.526645 -1.262541 4.239770  -0.2557
C2 2.437799 -0.650690 4.877767  -0.3842
C3 1.423868 -0.127840 4.128610  -0.7869
C4 1.426504 -0.136541 2.692975  0.2422
O1 0.462386 0.394459 2.061332  -0.6766
C5 2.545922 -0.803669 2.072247  0.7448
C6 2.742024 -0.966986 0.666224  -0.3965
N1 2.093451 -0.421497 -0.306683  -0.1142
C7 2.567236 -0.609066 -1.606191  0.1085
C8 3.916468 -0.683061 -1.903761  -0.3340
C9 4.385098 -0.839823 -3.216551  -0.8174
C10 3.511774 -0.934642 -4.261765  -0.8850
C11 2.124728 -0.854990 -4.019166  1.1116
C12 1.178190 -0.947112 -5.063184  -0.5836
C13 -0.153011 -0.834206 -4.783227  -0.8406
C14 -0.535171 -0.621790 -3.448583  -0.0865
N2 0.309021 -0.550583 -2.449662  -0.1164
C15 1.636896 -0.666332 -2.697972  -0.0752
C16 3.565887 -1.356816 2.881343  -0.8029
H1 2.411800 -0.604793 5.958759  0.3968
H2 0.574954 0.342111 4.609125  0.4039
H3 3.554456 -1.662415 0.420508  0.5751
H4 4.638235 -0.580965 -1.104613  0.5714
H5 5.451972 -0.879406 -3.394636  0.3886
H6 3.860541 -1.052316 -5.280207  0.3663
H7 1.531894 -1.104247 -6.075016  0.4003
H8 -0.901863 -0.896946 -5.560643  0.3723
H9 -1.585662 -0.493200 -3.199176  0.3914
H10 4.408364 -1.837778 2.398532  0.4048
N3 -1.496058 -0.632632 0.201372  -0.2527
C17 -2.697948 -0.890806 1.014469  -0.8449
C18 -3.873110 0.082660 0.846913  -0.6272
C19 -3.651824 1.508802 1.358317  -0.5180
N4 -3.233075 2.404401 0.279896  -0.4723
H11 -1.618497 -0.996573 -0.735939  0.1035
H12 -0.712876 -1.124834 0.618448  0.2152
H13 -2.385635 -0.872298 2.059496  0.4062
H14 -3.089098 -1.894195 0.807949  0.3567
H15 -4.713431 -0.346671 1.395246  0.3393
H16 -4.159308 0.128586 -0.209646  0.3226
H17 -2.867635 1.507832 2.120201  0.2908
H18 -4.577017 1.862369 1.828677  0.3600
H19 -3.163599 3.356734 0.618612  0.2025
H20 -3.910159 2.398964 -0.474342  0.1872

Cartesian forces, eV/Å:
Tl -0.09 -0.08 0.25
Br -0.14 0.04 -0.05
C 0.26 -0.14 0.09
C 0.02 -0.05 -0.07
C -0.04 0.08 -0.02
C 0.29 -0.18 0.07
O -0.12 0.11 -0.32
C -0.15 0.11 0.37
C -0.10 -0.03 -0.28
N -0.21 0.12 0.17
C 0.37 -0.16 -0.29
C -0.25 0.12 0.21
C -0.02 -0.06 -0.25
C 0.15 -0.01 0.03
C -0.11 0.06 0.19
C -0.08 0.02 0.07
C 0.12 -0.04 -0.20
C 0.04 0.06 0.23
N -0.19 0.08 0.19
C 0.17 -0.13 -0.19
C -0.08 0.06 -0.03
H -0.03 0.02 0.00
H 0.00 0.02 -0.03
H 0.03 0.06 -0.03
H -0.01 0.03 0.03
H 0.00 0.00 0.01
H 0.02 -0.02 0.01
H -0.03 0.01 -0.02
H -0.01 0.00 0.01
H 0.01 -0.02 -0.03
H -0.01 -0.03 0.01
N -0.44 0.10 -0.02
C -0.14 0.00 0.08
C 0.44 0.06 -0.08
C -0.04 -0.02 -0.12
N 0.29 0.00 -0.09
H 0.08 -0.03 -0.03
H 0.06 0.06 -0.06
H 0.02 -0.01 0.02
H 0.06 -0.04 0.10
H -0.02 -0.10 -0.08
H -0.10 -0.04 0.02
H -0.04 0.01 0.02
H 0.02 -0.06 0.11
H 0.02 -0.01 -0.07
H -0.02 0.03 0.07


ORCA calculation (the ωB97M-V functional and the def2-TZVPD basis) on C19H20Cl5CuN3O3 as an isolated structure at a distorted geometry.

Results
HOMO level (alpha / beta) in eV: -7.7 / -7.7
Charge: 0
Calculated total energy in hartree: -5067.4633
Relative energy (zero: lowest compared OMol25 entry of this formula, charge and spin) in kcal/mol: 8.9
HOMO-LUMO gap (alpha / beta) in eV: 7.349 / 6.911
Spin multiplicity: 2

Last column: natural (NBO) charge in e.
CARTESIAN COORDINATES (ANGSTROEM)
Cu1 -0.086998 -0.264752 -0.164899  1.4329
Cl1 5.746683 -1.576222 3.478285  0.0015
C1 4.420145 -1.529221 2.379337  -0.0797
C2 3.551289 -0.448954 2.384476  -0.2283
C3 2.515284 -0.402802 1.472169  -0.1438
Cl2 1.448132 0.966367 1.469213  0.0168
C4 2.263326 -1.438196 0.546362  0.3717
O1 1.316822 -1.439796 -0.330071  -0.8412
C5 3.166609 -2.527636 0.617244  -0.1254
Cl3 2.924493 -3.825567 -0.484832  0.0123
C6 4.232348 -2.575565 1.489693  -0.2320
H1 3.663884 0.360224 3.088422  0.2354
H2 4.897311 -3.423708 1.471749  0.2381
Cl4 -4.359490 1.414421 -1.287583  -0.0004
C7 -2.941797 2.439029 -1.097594  -0.3158
Cl5 -2.282682 2.875481 -2.681138  -0.0241
C8 -1.765580 1.702177 -0.416319  0.7486
O2 -0.942860 2.377287 0.175902  -0.6775
O3 -1.734962 0.461970 -0.630628  -0.8028
H3 -3.222887 3.363045 -0.590583  0.2426
N1 -0.889975 -1.064721 1.641045  -0.4404
C9 -1.663558 -1.654255 2.254173  0.4298
C10 -2.514173 -2.432914 3.052285  -0.2055
C11 -2.795220 -3.741442 2.649021  -0.1417
C12 -3.546145 -4.557929 3.469608  -0.2071
C13 -4.019372 -4.085069 4.685100  -0.1674
C14 -3.760492 -2.777924 5.072734  -0.2074
C15 -3.011740 -1.944129 4.264104  -0.1438
H4 -2.416895 -4.100181 1.703795  0.2333
H5 -3.756918 -5.570894 3.160566  0.2268
H6 -4.590223 -4.735778 5.332006  0.2238
H7 -4.137530 -2.407165 6.013419  0.2261
H8 -2.803925 -0.928568 4.563185  0.2321
C16 1.406799 3.213466 -3.760848  -0.6335
C17 2.368538 2.449716 -2.838151  0.1017
C18 3.356417 3.435976 -2.212374  -0.6055
C19 3.148988 1.381224 -3.607944  -0.6281
N2 1.665389 1.805922 -1.717780  -0.4837
N3 0.760368 0.772679 -2.025347  -0.6834
H9 1.967455 3.750559 -4.521683  0.2139
H10 0.833189 3.936894 -3.182862  0.2141
H11 0.710415 2.545302 -4.266379  0.2030
H12 3.943498 3.915894 -2.992915  0.2100
H13 4.025667 2.913481 -1.535241  0.2227
H14 2.828788 4.206311 -1.656264  0.2086
H15 3.860056 1.857387 -4.277299  0.2183
H16 2.496800 0.756737 -4.215515  0.2019
H17 3.696032 0.756737 -2.906256  0.2245
H18 1.190062 2.489191 -1.134120  0.3787
H19 1.261427 0.033007 -2.518169  0.3879
H20 -0.061249 1.068311 -2.565965  0.3615

Cartesian forces, eV/Å:
Cu 0.36 0.20 -0.73
Cl 0.29 0.01 0.29
C -0.38 0.11 -0.24
C 0.12 -0.08 0.00
C 0.01 -0.44 -0.09
Cl 0.22 0.28 0.18
C 0.94 -0.28 0.55
O -0.27 -0.12 -0.18
C -0.08 0.43 0.04
Cl -0.04 -0.31 -0.23
C -0.12 0.17 0.07
H 0.13 0.05 0.06
H 0.08 -0.05 0.05
Cl -0.26 0.08 0.07
C 0.15 -0.17 0.26
Cl 0.07 0.30 -0.52
C -0.80 0.99 -0.08
O 0.32 0.32 0.23
O -0.38 -0.66 -0.07
H 0.13 -0.28 -0.03
N -0.55 -0.39 -0.15
C 1.14 0.87 -0.67
C -0.78 -0.76 0.76
C 0.06 0.21 0.01
C -0.08 -0.12 0.03
C 0.04 0.07 -0.05
C -0.03 -0.01 0.03
C 0.09 -0.06 -0.21
H 0.05 -0.04 -0.05
H -0.02 -0.06 0.00
H -0.04 -0.02 0.01
H -0.03 0.03 0.07
H 0.06 0.08 0.01
C 0.19 -0.16 0.12
C -0.17 0.10 -0.22
C -0.20 -0.26 -0.08
C -0.18 0.23 0.12
N 0.51 0.21 0.36
N -0.73 -0.51 0.26
H 0.02 0.06 -0.15
H -0.05 0.07 0.02
H -0.06 -0.07 -0.04
H 0.02 0.06 -0.03
H 0.09 -0.05 0.10
H -0.06 0.14 0.11
H 0.07 0.03 -0.11
H -0.06 -0.10 -0.06
H 0.10 -0.11 0.05
H -0.05 -0.18 -0.03
H -0.20 0.16 0.24
H 0.36 0.02 -0.12


ORCA calculation (the ωB97M-V functional and the def2-TZVPD basis) on one molecule with the formula C19H20ClN3O2S at a distorted geometry.

Results
HOMO level in eV: -8.3
SMILES: O=C1NC(=S)N(C2CC2)C(=O)/C1=C/c1ccc2c(c1)CCN2CCCCl
Charge: 0
Calculated total energy in hartree: -1908.6132
Relative energy (zero: lowest compared OMol25 entry of this formula, charge and spin) in kcal/mol: 358.2
HOMO-LUMO gap in eV: 6.508

Last column: natural (NBO) charge in e.
CARTESIAN COORDINATES (ANGSTROEM)
O1 2.690997 0.689917 1.533829  -0.5781
C1 2.088264 0.000507 2.247449  0.6883
N1 2.592943 -0.188174 3.500118  -0.6411
C2 2.274296 -0.823584 4.668097  0.3468
S1 3.400060 -0.882261 5.970229  -0.2382
N2 1.123216 -1.372640 4.682280  -0.4281
C3 0.463530 -1.885909 5.907041  -0.0809
C4 -0.928258 -2.132529 6.256960  -0.4285
C5 -0.338827 -3.384193 5.929323  -0.4061
C6 0.388686 -1.235271 3.567337  0.6250
O2 -0.777911 -2.078533 3.398276  -0.7042
C7 0.856029 -0.808795 2.297386  -0.3085
C8 0.038957 -0.747325 1.130227  0.0568
C9 -0.152638 -0.370445 -0.059492  -0.2383
C10 -1.149077 -0.778791 -0.861284  0.0170
C11 -1.069440 -0.277089 -2.350344  -0.3289
C12 -0.324491 0.504408 -2.827709  0.2442
C13 0.924465 0.904737 -2.097379  -0.0468
C14 0.957423 0.358614 -0.785895  -0.1593
C15 1.897868 1.690617 -2.843655  -0.3961
C16 1.078004 1.709600 -4.364121  -0.1846
N3 -0.073777 0.868275 -4.134640  -0.4483
C17 -1.075861 0.999580 -5.044214  -0.1664
C18 -2.070534 2.095060 -5.367814  -0.3779
C19 -2.939669 2.443606 -4.001096  -0.2523
Cl1 -4.249898 1.102044 -3.981336  -0.1434
H1 3.636036 0.326577 3.582304  0.4425
H2 1.275231 -2.143148 6.683778  0.2664
H3 -1.556794 -1.669049 5.659642  0.2405
H4 -0.956048 -1.934355 7.301474  0.2177
H5 -0.527849 -3.591048 4.771771  0.2801
H6 -0.060681 -3.996657 6.717180  0.2132
H7 -0.866952 -1.475223 1.332100  0.2522
H8 -2.122167 -1.219879 -0.464589  0.2349
H9 -2.076498 -0.489232 -2.786648  0.2286
H10 1.994766 0.586776 -0.241794  0.2670
H11 2.024686 2.592561 -2.530799  0.2087
H12 2.948694 1.093248 -3.065876  0.2250
H13 1.850954 1.312461 -5.161300  0.2059
H14 0.765820 2.671719 -4.570837  0.1766
H15 -0.443510 0.840456 -6.140041  0.1690
H16 -1.705397 0.119038 -4.908995  0.2046
H17 -2.622157 2.213722 -6.054766  0.1974
H18 -1.403522 2.760423 -5.403424  0.1888
H19 -3.359325 3.221637 -4.133339  0.1426
H20 -2.419643 2.378547 -2.955414  0.2159

Cartesian forces, eV/Å:
O 1.89 2.56 -3.67
C -2.90 -3.47 4.56
N 7.02 2.71 2.63
C 5.53 1.76 1.37
S -1.04 0.22 -1.46
N -5.79 -1.32 1.04
C 3.86 -3.82 1.32
C 1.75 0.79 3.08
C 0.52 1.46 -5.60
C -7.22 -7.53 -3.41
O 5.16 4.68 1.92
C 0.08 3.73 -4.58
C -2.44 -6.74 11.23
C 3.98 4.23 -9.12
C -2.02 1.64 -3.93
C -13.79 -10.85 9.07
C 13.63 9.14 -4.87
C -2.71 -3.22 4.50
C 2.88 2.61 -1.32
C 0.40 -7.01 -5.95
C 3.67 -2.14 2.35
N 0.44 2.08 1.08
C -1.58 -4.56 -7.08
C 3.83 -3.22 14.63
C 6.28 -11.77 1.08
Cl 0.65 0.95 0.24
H -3.70 -1.90 -0.06
H -1.45 1.54 -1.33
H -3.48 1.73 -2.50
H -0.99 0.30 0.78
H 0.46 -0.48 3.02
H 0.64 -1.44 0.79
H 1.49 1.44 0.50
H 1.60 0.27 -0.78
H 1.12 -0.19 -0.30
H -2.86 -0.76 -0.89
H 1.11 5.56 2.03
H -2.61 1.68 0.92
H -1.97 0.62 1.28
H -0.28 2.19 -0.69
H -1.98 0.10 2.45
H 0.11 -0.58 -0.34
H -7.40 -0.06 -9.81
H 4.61 6.79 -0.53
H -5.77 10.18 -1.37
H -0.70 0.10 -2.28


- What is the relative energy (zero: lowest compared OMol25 entry of this formula, charge and spin) in the third record?
  358.2 kcal/mol